1.
11
Properties=species:S:1:pos:R:3:forces:R:3:lowdin_charge:R:1 method="wB97M-V/def2-TZVPD" relative_energy_ev=4.0092 e_lumo_ha=-0.0131 homo_ev=-8.6
C 0.600271 -1.188495 0.127658 0.1 0.4 -0.1 0.017
H -0.107751 2.062981 -0.189038 0.0 -0.1 0.0 0.151
H 2.768976 -0.683994 0.381128 -0.2 0.0 0.0 0.074
C -0.425444 -0.158237 -0.213151 0.1 0.0 0.0 -0.474
H -0.404542 -0.332178 -1.309506 0.0 0.0 0.0 0.164
C 1.744353 -0.376714 0.205718 0.1 -0.2 0.0 -0.216
N 1.526831 0.961447 0.101648 -0.3 -0.1 0.0 0.070
H -2.449628 -0.314721 -0.400053 0.1 0.0 0.1 0.073
N 0.267535 1.132454 -0.065109 0.2 0.0 0.0 0.008
H -1.843065 -0.893637 1.004850 0.0 0.1 0.0 0.074
N -1.756533 -0.152495 0.319286 0.0 -0.2 -0.1 0.058

***

2.
64
Properties=species:S:1:pos:R:3:forces:R:3:lowdin_charge:R:1 method="wB97M-V/def2-TZVPD" relative_energy_ev=0.4509 total_charge=+3 e_lumo_ha="-0.4334 / -0.4335" homo_ev="-17.1 / -17.1"
F 1.593034 2.051901 -0.056150 -0.1 -0.1 0.1 0.043
H 3.942826 -2.511129 1.248095 0.1 -0.1 -0.1 0.133
Sn 0.763229 -0.305040 0.261611 0.8 0.1 0.1 1.678
C -1.880295 0.370707 -2.935718 -0.3 0.6 -0.6 -0.171
C 3.948477 -0.460747 1.698306 0.1 0.1 0.0 -0.254
C -2.846586 2.705138 2.087691 -0.1 0.1 -0.1 0.034
H 2.246577 -2.634490 -1.904156 0.0 0.0 0.0 0.147
C -2.668359 0.026775 -4.150993 -0.1 0.0 0.1 0.039
H -3.508389 0.718858 -4.252597 0.0 0.0 0.0 0.119
H -2.310990 3.644425 1.996943 0.0 0.0 0.0 0.099
C -1.253460 1.648814 -2.782602 -0.6 -0.2 -0.6 -0.164
F 1.221352 4.330126 -0.071665 -0.1 0.0 0.0 0.295
O -2.502670 -1.726092 0.355222 -0.3 -0.2 0.2 0.099
I -0.629026 -4.551256 2.908159 0.2 -0.1 -0.2 1.225
H 3.495950 -5.384939 -1.309667 0.0 0.0 0.0 0.123
H 6.039933 -0.263757 2.114465 0.0 0.0 0.0 0.132
H -2.975881 2.473338 3.147905 0.0 -0.1 0.0 0.121
H 3.329535 2.090881 4.469917 0.0 0.0 0.0 0.127
O -0.448248 2.955280 0.813320 0.0 0.4 0.2 0.117
H -0.913508 2.378638 -4.751954 0.0 0.0 0.0 0.123
H 1.476499 1.122365 3.144340 0.0 0.0 0.0 0.114
N 2.699310 -0.055863 1.966712 -0.7 0.1 -0.3 -0.008
C 2.971973 -2.790876 -1.098206 -0.1 0.1 0.1 -0.132
C 5.040438 0.058614 2.374476 -0.1 0.0 -0.1 0.018
N -1.930905 -0.573047 0.601309 0.3 0.1 -0.1 0.006
C 1.472158 -3.679356 0.890839 0.2 -0.1 -0.3 -0.346
O -2.327354 -1.568896 -1.942911 -0.1 0.2 -0.4 0.164
N -0.525712 1.789196 -1.680942 0.7 0.0 0.7 0.109
H 3.504965 -0.843608 -1.093576 0.0 -0.1 0.0 0.135
H 0.764786 -7.013690 1.634478 0.0 0.0 0.0 0.109
F -0.489725 -2.455426 -0.745911 -0.2 0.0 0.1 0.048
H 3.897127 -3.140868 -1.565831 0.0 0.0 0.0 0.144
C 2.197362 -6.306596 0.170173 0.1 -0.5 -0.1 -0.645
H 5.149068 -1.605434 0.331166 0.0 0.0 0.1 0.143
O -0.070095 2.971558 -1.467640 -0.4 0.0 -0.4 0.158
B -1.908805 -2.466417 -0.791896 0.5 0.0 0.1 -1.084
H -3.848469 2.822079 1.669335 0.0 0.0 0.0 0.117
I 2.803474 -8.170743 -0.336596 -0.1 0.4 0.1 1.318
H -0.937275 3.633943 -3.500485 0.0 0.0 0.0 0.101
C 2.501653 0.831754 2.948341 0.2 0.1 0.0 -0.115
N -1.669990 -0.465920 -1.936408 0.5 -0.6 0.7 0.114
N -0.921333 1.746284 0.864910 0.2 -0.4 -0.2 0.008
H -4.448426 0.664043 2.442187 0.0 0.0 0.0 0.094
C 4.830248 0.993619 3.375525 0.1 0.0 0.1 0.000
O 1.223751 -2.572650 1.313266 -0.1 -0.3 0.1 -0.078
H -3.055397 -0.985405 -4.093599 0.0 0.0 0.0 0.099
H -3.976646 -1.045701 2.297231 0.0 0.0 0.0 0.111
C -2.683873 0.285106 1.264214 0.0 -0.2 0.1 -0.193
H -2.061939 0.131338 -5.052354 0.0 0.0 0.0 0.117
H -4.703885 -0.245855 0.939812 0.0 0.0 0.0 0.124
C 4.123462 -1.580656 0.703863 -0.3 0.1 -0.1 -0.119
C -1.390366 2.702554 -3.823465 0.0 0.0 0.1 0.042
N 3.151752 -1.508114 -0.407905 -0.1 0.2 0.1 -0.119
H -2.445420 2.871972 -4.047115 0.0 0.0 0.0 0.116
H 5.669488 1.414294 3.913429 0.0 0.0 0.0 0.133
B 0.682049 3.127455 -0.167082 0.3 -0.2 0.3 -1.067
C 2.776509 -5.181388 -0.526046 0.1 0.1 0.0 -0.059
C 3.535640 1.373028 3.689319 -0.1 0.0 -0.1 -0.010
C 2.437680 -3.912714 -0.237357 -0.1 0.0 0.0 -0.085
C 1.210491 -6.146511 1.166246 0.0 0.0 0.1 -0.193
F -2.403522 -3.697428 -0.894659 -0.2 0.1 -0.1 0.268
C -2.120868 1.605197 1.401014 0.0 0.1 0.2 -0.182
C 0.832540 -4.893373 1.520624 -0.4 0.2 0.3 -0.579
C -4.024220 -0.085091 1.783338 -0.1 -0.1 -0.1 0.038

***

3.
71
Properties=species:S:1:pos:R:3:forces:R:3:lowdin_charge:R:1 method="wB97M-V/def2-TZVPD" total_charge=+1 e_lumo_ha=-0.2041 homo_ev=-9.6
H 3.070341 2.828344 -5.697729 0.0 -0.2 0.3 0.108
H -0.495820 -4.067471 0.087959 0.1 0.2 -0.2 0.145
C -1.302754 1.942819 1.696880 0.2 0.3 -0.1 -0.143
O 1.476972 3.567906 2.718118 -0.1 -1.1 0.4 -0.282
C -1.152721 -3.239170 -2.667615 0.1 0.1 -0.3 0.032
H 3.279650 0.494093 -4.823894 -0.1 0.2 0.1 0.097
H -1.609398 -2.954494 -1.717716 0.1 0.1 -0.4 0.100
H 0.890336 -0.486972 3.918911 -0.2 0.2 0.0 0.114
H 0.295151 -2.487826 0.113421 0.0 -0.1 -0.3 0.138
C -0.600729 2.195015 6.298267 0.2 0.1 -0.1 -0.022
C -2.099112 1.251968 0.622246 -0.4 0.0 0.0 -0.235
C 1.551750 3.257493 -2.688088 0.5 -0.6 -0.2 -0.212
C -0.040765 -4.113757 -5.094929 0.3 0.0 0.5 -0.063
H -2.432302 0.815330 7.949138 0.1 -0.1 0.0 0.090
C -1.405733 0.438108 7.903423 -0.1 -0.1 0.0 -0.042
C 2.683107 2.569861 -4.709993 0.0 -0.3 0.1 -0.082
C -0.737724 0.841500 6.617429 0.0 0.1 -0.2 -0.258
H -1.014564 2.947317 6.974604 0.2 -0.2 -0.2 0.127
H 3.381745 -5.385447 0.286594 -0.2 0.0 -0.2 0.133
Cl -2.221439 -3.403070 -6.507274 0.0 0.0 0.1 0.775
C 0.441102 0.260428 4.570463 -0.3 0.2 -0.1 -0.053
C 1.549087 -4.157886 0.875724 -0.6 0.3 -0.9 -0.121
H 2.079778 4.608151 -4.299411 0.0 -0.5 0.1 0.105
H -1.653141 -0.700820 1.406107 -0.4 0.2 -0.2 0.114
C 2.786408 1.260297 -4.224548 0.1 0.1 -0.1 -0.103
C 0.058917 2.597453 5.138766 -0.3 -0.1 -0.2 -0.039
C 2.511930 -4.831413 -0.064154 -0.8 0.9 -0.8 0.068
C -3.608245 -0.046819 -1.331580 0.1 0.0 0.1 -0.093
C -2.975285 -0.791900 -0.328376 0.2 0.3 0.1 -0.101
C -2.201287 -0.140614 0.639345 -0.3 0.0 -0.3 -0.044
O 2.443372 1.264879 2.375770 -0.3 0.4 0.8 -0.288
C -1.894699 -3.140305 -3.842499 0.3 -0.1 0.4 -0.057
C 0.993814 1.593416 -0.958792 -0.8 -0.3 3.1 0.059
H 1.942450 6.000812 -2.549889 -0.2 -0.2 0.1 0.096
C 0.460845 -3.553143 -0.090825 0.6 -0.2 0.7 -0.089
H 1.076230 -4.876671 1.558619 0.3 0.1 0.0 0.133
H 2.660972 -5.018305 -2.259872 0.0 0.1 0.5 0.119
C 0.696861 -4.208161 -3.918743 -0.3 0.2 -0.2 0.023
H -3.089125 -1.879391 -0.278880 -0.1 0.4 -0.1 0.092
H -0.375470 -1.176104 5.959531 0.2 0.3 0.0 0.116
S 1.355546 2.128310 2.745927 -1.1 0.0 -2.4 0.775
N 0.108045 1.653409 1.437833 0.9 -0.1 2.4 -0.153
H 0.470743 6.117117 -1.529825 0.1 -0.1 -0.2 0.093
C -1.330631 -3.560529 -5.059876 0.3 0.1 0.6 -0.638
H 2.012897 -3.369953 1.487774 0.1 -0.3 -0.1 0.136
C 0.946931 5.578905 -2.350843 0.1 -0.7 0.2 -0.046
H -4.218437 -0.554583 -2.082263 0.2 0.2 0.2 0.100
C -0.237188 -0.117095 5.728672 0.2 0.0 0.0 -0.028
C -3.451439 1.342265 -1.380264 0.1 0.1 0.1 -0.066
H 0.197244 3.655718 4.919768 -0.1 -0.3 -0.1 0.121
H -3.925031 1.933558 -2.169798 0.2 -0.3 0.3 0.110
C 1.594401 1.889116 -2.197630 0.3 1.3 -1.4 -0.168
H -0.877436 0.842772 8.773661 0.0 0.0 -0.2 0.092
O 1.023824 4.202822 -1.879341 -0.2 0.5 -0.3 -0.077
C 0.528727 1.620277 4.252581 0.5 0.0 0.1 -0.300
H 0.335003 5.656251 -3.260666 0.1 -0.1 0.2 0.096
H 0.374122 -4.470065 -6.034463 -0.1 0.1 0.2 0.120
C 2.267340 0.927459 -2.974295 -0.3 0.6 0.0 -0.046
C -2.691033 1.994408 -0.402236 0.0 -0.4 0.1 -0.022
H -1.478003 3.029407 1.686356 -0.1 -0.2 0.0 0.131
C 0.537866 1.591208 0.188000 1.6 0.5 -2.7 -0.107
H -1.541577 1.555235 2.693760 -0.1 0.1 -0.2 0.117
H 1.681142 -4.674272 -3.949723 -0.3 0.3 -0.2 0.114
C 0.184027 -3.730397 -2.677293 -0.2 0.0 -0.4 -0.152
H -1.431657 -0.648554 7.995201 0.0 0.1 0.1 0.076
C 2.100728 3.573179 -3.943628 -0.2 -0.1 0.4 -0.023
C 2.145607 -4.624687 -1.384750 0.8 -0.2 0.9 0.009
C 0.948532 -3.865457 -1.473175 -0.8 -1.0 0.1 -0.066
H -2.515508 3.075555 -0.425424 -0.2 -0.4 -0.1 0.124
H -2.908438 -2.746546 -3.824978 0.2 -0.1 0.0 0.116
H 2.373149 -0.080288 -2.565570 -0.1 0.3 -0.2 0.104

***

4.
89
Properties=species:S:1:pos:R:3:forces:R:3:lowdin_spin:R:1 method="wB97M-V/def2-TZVPD" relative_energy_ev=0.0000 total_charge=+2 spin_multiplicity=5 e_lumo_ha="-0.1853 / -0.2788" homo_ev="-10.8 / -12.3"
H 3.391113 3.288317 3.546053 -0.2 0.0 0.3 0.003
H 1.649090 -3.461420 -5.061063 -0.1 0.3 -0.1 0.001
H -3.371839 0.844792 1.153547 0.0 0.3 -0.2 0.001
H 2.349380 2.042689 4.291619 0.0 0.1 -0.3 0.000
H -3.266097 0.493689 -3.020759 0.6 -0.2 -0.2 0.000
H -1.128551 5.111494 0.406571 -0.2 -0.1 -0.2 0.001
P -0.058556 -1.696093 -4.886808 -0.6 -1.6 -1.6 0.199
H 0.055682 2.059483 5.358940 -0.2 -0.2 0.0 0.006
H 0.499965 1.294132 -7.099096 -0.1 0.1 0.4 0.001
H 4.366026 1.994657 0.842434 -0.2 -0.2 0.1 0.002
C -3.361104 3.948702 2.729171 0.0 0.1 -0.2 0.002
P 0.112986 2.351015 -5.007262 0.3 0.9 -1.2 0.027
C -1.590904 -0.771365 -2.496870 -0.6 0.1 -0.3 0.067
H -4.314780 2.091511 0.302540 0.2 -0.2 0.0 0.006
H 2.952470 4.244013 0.597145 -0.3 0.1 -0.2 0.003
H -2.411646 -1.497248 -2.371015 0.4 0.2 -0.1 0.001
Si 2.070015 2.304940 1.764399 0.6 0.3 0.7 0.091
C 1.598770 0.313798 -3.123839 0.5 0.4 0.0 0.055
H -1.317302 -0.482893 -1.471376 0.0 0.0 -0.2 0.011
C 1.559563 3.426038 -5.172517 0.2 0.0 0.0 0.007
H -1.002764 0.767540 5.985096 0.0 0.1 -0.2 0.020
Pt 0.566106 0.530466 1.372848 -1.2 0.6 0.6 0.434
C 0.958880 -1.036275 -3.375959 0.9 0.3 1.5 0.298
H 0.584668 -2.131576 1.299435 -0.1 0.0 -0.3 0.007
C -0.819007 1.435986 5.127244 0.0 0.0 -0.1 0.130
H 0.404605 -1.426574 -0.349064 -0.1 -0.4 0.1 0.021
H -1.348958 -3.701414 -4.330804 0.1 0.4 -0.3 0.001
H -1.288617 -3.445817 -6.088931 -0.1 0.1 0.1 0.010
H -1.019532 -1.531202 0.757350 0.2 -0.1 -0.1 0.003
H 0.668886 -1.140475 5.262411 0.1 0.0 -0.2 -0.001
H 1.678752 3.510667 -0.415001 0.1 0.0 0.2 0.001
H 1.569229 0.605278 -5.907715 -0.5 0.3 0.0 0.000
C -0.416046 -1.526396 -3.096410 0.7 0.3 1.8 0.199
C -1.276914 3.245570 -5.736842 -0.2 -0.1 -0.2 0.008
H -1.604442 4.051044 -5.062706 0.2 -0.3 -0.1 0.001
C 0.064525 -1.376455 0.698836 0.2 0.0 -0.3 0.073
H 1.228505 4.555138 0.953527 0.2 -0.2 -0.1 0.006
C -3.294653 1.740236 0.524697 -0.2 0.0 -0.1 0.043
H -2.304204 2.505866 -2.557336 0.2 -0.4 -0.1 0.027
C 0.517669 0.904928 -6.064864 0.0 -0.6 -0.3 0.004
C -1.872258 4.394167 0.032475 0.1 0.2 0.0 0.021
H -0.252388 3.247782 -2.958509 0.2 -0.4 -0.3 0.000
H -2.484834 -1.028069 4.361143 0.0 0.1 -0.3 0.002
C -1.637907 1.736261 -2.961304 -0.6 1.3 -0.1 0.606
H -1.456923 -0.090826 -6.106722 0.5 -0.2 0.1 0.002
C 2.370467 2.870502 3.567971 0.4 0.3 -0.5 0.044
H 1.680773 3.656001 3.911685 0.3 -0.2 -0.1 0.018
H -2.388479 -2.461324 -5.088863 0.3 -0.1 0.1 0.001
Si -0.532896 0.261007 3.618978 -0.2 -1.1 1.0 0.127
H 2.482942 2.831387 -5.221425 -0.2 0.2 0.1 0.000
H 2.053572 0.704091 -4.051837 0.1 -0.2 0.5 0.009
H -0.207707 -0.864419 -7.040553 -0.1 0.1 0.5 -0.001
Si -2.355332 3.147654 1.353637 -0.1 -0.2 0.4 0.138
H 4.081873 0.846294 2.177263 -0.2 0.1 -0.3 0.001
H -2.768216 4.956442 -0.270762 0.2 -0.1 0.0 0.003
C 0.830394 -0.923419 4.196986 -0.1 0.1 0.0 -0.006
Si -0.405482 2.329630 2.415580 0.0 0.3 -1.2 0.692
H 0.372490 1.042895 -1.502922 0.0 0.2 -0.3 0.017
H 1.453823 4.001442 -6.102578 0.1 -0.2 0.2 0.001
C 1.316787 -2.614824 -5.677428 0.3 0.0 -0.1 0.048
H 1.729279 -1.804697 -3.200849 -0.5 0.1 -0.3 0.011
H -2.816807 1.452154 -0.424561 -0.1 0.1 0.3 0.004
C -0.279625 2.182003 -3.283875 0.8 -0.1 1.9 0.090
C 3.623639 1.310302 1.289030 0.1 0.0 -0.2 0.025
H -2.052685 -1.508365 2.701108 -0.1 0.2 0.2 0.001
H -1.458478 3.896216 -0.856662 0.0 0.1 0.2 0.001
H 1.836729 -0.500107 4.083467 -0.2 -0.1 0.0 0.000
H -1.695985 2.089842 5.011952 0.2 -0.2 0.0 0.003
H -2.171624 0.219170 -4.371857 0.0 0.1 0.4 0.023
H 2.465346 0.099868 -2.463614 -0.4 0.0 -0.3 0.016
H -3.812515 3.199942 3.393012 0.1 0.1 -0.2 0.000
H -2.956031 0.002609 2.991071 0.2 -0.2 0.2 0.001
C -2.163861 -0.651930 3.376675 0.1 0.0 0.1 0.014
H -4.169236 4.544316 2.281820 0.1 -0.1 0.2 0.000
C 1.945973 3.797686 0.610436 0.5 0.1 0.1 0.027
C -0.386236 -0.355280 -6.071002 -0.4 0.5 -0.6 0.004
C -2.188563 0.439817 -3.286628 -1.2 -1.2 0.4 0.097
H 1.563349 2.176875 -2.097893 -0.3 -0.3 -0.2 0.004
H 0.971933 -2.998655 -6.648993 0.0 0.1 0.3 0.004
H 0.794403 -1.871684 3.647238 0.0 0.2 0.1 0.000
C -1.398385 -2.939154 -5.123845 -0.6 -0.3 -0.8 0.098
H 2.168946 -1.945226 -5.858821 -0.2 -0.2 0.2 -0.001
H 1.624193 4.128666 -4.330035 -0.1 -0.2 -0.2 0.000
C 0.821076 1.430418 -2.433020 0.1 0.3 0.0 0.054
H -2.128609 2.570296 -5.906607 0.2 0.2 0.1 0.002
H -0.986045 3.696449 -6.694986 0.0 -0.2 0.2 0.000
H 3.404282 0.510256 0.563004 0.2 0.2 0.2 0.009
H -2.740807 4.618257 3.340953 -0.2 -0.1 -0.2 0.002
H -0.402028 -2.533207 -2.645569 0.2 0.3 -0.4 0.012

***

5.
14
Properties=species:S:1:pos:R:3:forces:R:3:lowdin_charge:R:1 method="wB97M-V/def2-TZVPD" relative_energy_ev=3.7741 total_charge=-1 e_lumo_ha=0.1432 homo_ev=-1.2
C 1.214272 1.064964 -2.095844 1.0 -0.8 -1.5 -0.261
C -0.019991 -1.180513 2.395419 -0.1 1.1 0.3 -0.430
H 1.001783 -1.632407 2.496080 -0.8 0.5 -0.3 0.007
H -2.096000 -0.874364 0.029089 1.4 1.9 0.1 -0.020
S -0.062719 0.203978 1.078821 1.4 -1.1 0.5 0.521
H 0.726883 1.810479 -1.487684 0.2 0.4 0.6 0.042
H -2.165976 1.098933 0.191864 1.0 -2.1 0.5 -0.051
H 1.035413 1.376066 -3.175480 1.1 0.2 1.0 0.073
O 0.536734 -0.143869 -2.036894 -0.9 -0.9 1.4 -0.251
H 0.011573 -0.164873 -1.155338 0.3 0.1 -1.5 -0.032
H -0.272561 -0.590993 3.314064 -0.1 -1.3 -0.3 -0.012
H 2.339501 0.870134 -1.815419 -1.8 1.0 -0.6 0.092
C -1.500128 0.127180 0.171343 -2.9 0.3 -0.9 -0.689
H -0.748784 -1.964716 2.089979 0.4 0.7 0.5 0.010

***

6.
11
Properties=species:S:1:pos:R:3:forces:R:3:lowdin_spin:R:1 method="wB97M-V/def2-TZVPD" relative_energy_ev=0.7202 total_charge=+2 spin_multiplicity=2 e_lumo_ha="-0.4052 / -0.4079" homo_ev="-16.0 / -20.1"
H -0.995784 0.788314 -1.194135 0.1 -0.4 0.1 0.027
H 0.828175 1.410606 1.110644 -0.4 0.2 -0.3 0.008
O 0.420169 -1.941464 -0.462420 -1.2 -1.1 4.3 0.021
H 0.044125 -2.200593 -1.304398 0.1 -0.1 -0.6 0.002
C -0.360564 0.406875 -0.392350 0.0 1.9 0.0 0.607
H 1.741975 0.504252 -0.025078 0.0 0.4 -0.5 0.026
H -2.051036 0.016224 0.563769 -0.4 0.4 -0.1 0.003
C 0.851696 1.150187 0.038202 0.3 -0.7 0.2 0.079
Y -0.329719 -2.094763 1.535428 1.4 1.1 -4.2 0.145
O -1.102141 -0.098096 0.697214 -0.4 -1.4 0.9 0.074
H 0.953102 2.058458 -0.566878 0.3 -0.3 0.2 0.008

***

| no. | E_tot (eV) |
| --- | --- |
| 1 | -7658.4463 |
| 2 | -75558.3128 |
| 3 | -66740.9465 |
| 4 | -79145.6558 |
| 5 | -16137.2822 |
| 6 | -7288.7678 |